{"formula": "C58H58N8O6", "method": "wB97M-V/def2-TZVPD", "elements": ["O", "C", "C", "C", "C", "O", "C", "C", "H", "H", "H", "H", "H", "H", "O", "C", "C", "C", "C", "O", "C", "C", "H", "H", "H", "H", "H", "H", "O", "C", "C", "C", "C", "O", "C", "C", "H", "H", "H", "H", "H", "H", "C", "C", "C", "N", "C", "C", "H", "H", "H", "H", "H", "C", "C", "C", "N", "C", "C", "H", "H", "H", "H", "H", "C", "C", "C", "N", "C", "C", "H", "H", "H", "H", "H", "C", "C", "C", "N", "C", "C", "H", "H", "H", "H", "H", "C", "C", "C", "N", "C", "C", "H", "H", "H", "H", "H", "C", "C", "C", "N", "C", "C", "H", "H", "H", "H", "H", "C", "C", "C", "N", "C", "C", "H", "H", "H", "H", "H", "C", "C", "C", "N", "C", "C", "H", "H", "H", "H", "H"], "xyz": [[-13.0257, 13.2377, 12.7606], [-12.8838, 11.9189, 13.2121], [-12.8419, 11.6102, 14.5932], [-12.5230, 10.1470, 14.9573], [-12.3247, 9.1050, 14.0074], [-12.4510, 7.8523, 14.3203], [-12.3412, 9.6281, 12.6424], [-12.5545, 10.9772, 12.2702], [-12.3883, 13.5105, 12.0354], [-13.0790, 12.5473, 15.3816], [-12.3211, 9.8829, 15.8473], [-12.7015, 7.2906, 13.4979], [-12.3135, 8.9074, 11.8838], [-12.4016, 11.2663, 11.3235], [-14.2241, 13.6309, 24.2057], [-14.1292, 14.5274, 23.2069], [-15.3025, 14.8341, 22.6005], [-15.4038, 15.9181, 21.4903], [-14.1608, 16.4525, 21.1072], [-14.0278, 17.3634, 20.1794], [-12.9542, 16.0287, 21.7750], [-12.9683, 15.0486, 22.7580], [-14.7990, 12.9007, 24.2594], [-16.2899, 14.3485, 22.6929], [-16.2331, 16.1797, 20.9850], [-13.2568, 17.4235, 19.6895], [-12.0579, 16.3657, 21.4905], [-11.8677, 14.5150, 22.9603], [-10.0181, 22.5422, 20.2112], [-10.3443, 21.2979, 19.8110], [-10.7765, 21.2072, 18.5796], [-11.2381, 19.7715, 17.9350], [-10.9294, 18.7302, 18.8264], [-11.0816, 17.4047, 18.4403], [-10.4238, 18.8538, 20.1398], [-10.0635, 20.1505, 20.5873], [-9.6665, 22.4538, 21.1002], [-11.0997, 22.1484, 18.1726], [-11.8109, 19.6393, 17.1725], [-11.5147, 17.2928, 17.5213], [-10.6261, 18.0108, 20.8425], [-9.5636, 20.2963, 21.6313], [-18.1897, 18.8269, 18.2205], [-17.0103, 19.5317, 17.7509], [-17.0351, 20.2865, 16.6060], [-18.0548, 20.2547, 15.6621], [-19.0253, 19.4747, 16.0771], [-19.2925, 18.8657, 17.2720], [-18.1349, 18.1660, 19.0100], [-16.2178, 19.5696, 18.4434], [-16.2251, 21.0616, 16.2763], [-19.8607, 19.3213, 15.4479], [-20.1777, 18.3618, 17.6014], [-13.9777, 12.4220, 19.6867], [-14.6704, 11.2525, 20.0013], [-13.9521, 10.1002, 20.0089], [-12.6294, 9.9624, 19.5781], [-12.0659, 11.1417, 19.0586], [-12.7334, 12.4355, 19.1704], [-14.3743, 13.3394, 19.9306], [-15.7283, 11.2503, 20.3637], [-14.3840, 9.1216, 20.2603], [-11.0947, 11.0783, 18.6621], [-12.2598, 13.2446, 18.8707], [-9.1142, 13.1761, 17.5631], [-8.3291, 12.1736, 18.1449], [-8.2922, 12.2345, 19.5262], [-8.7423, 13.2677, 20.2922], [-9.4927, 14.2317, 19.5979], [-9.7652, 14.2090, 18.2441], [-9.1008, 13.2476, 16.2753], [-7.8162, 11.4245, 17.6080], [-7.4475, 11.4094, 19.7912], [-9.7174, 15.0143, 20.2275], [-10.3651, 15.0186, 17.8026], [-14.4588, 16.9279, 11.6276], [-14.9867, 17.9513, 12.4787], [-14.2231, 19.2652, 12.5345], [-12.9099, 19.3298, 12.0291], [-12.4276, 18.2584, 11.3446], [-13.1677, 17.0768, 11.1111], [-15.0228, 15.9356, 11.8811], [-15.8065, 17.9346, 13.1258], [-14.3624, 19.8089, 13.4140], [-11.4324, 18.4298, 10.9060], [-12.8822, 16.4148, 10.2959], [-17.6454, 15.7899, 14.2162], [-16.3342, 15.8491, 14.6343], [-15.6002, 14.6791, 14.5061], [-16.0860, 13.4930, 13.9699], [-17.4017, 13.5501, 13.5561], [-18.2373, 14.6597, 13.6742], [-18.2993, 16.7885, 14.3656], [-15.8296, 16.7248, 14.9230], [-14.5949, 14.5358, 14.7065], [-17.8805, 12.6425, 13.1013], [-19.2549, 14.6665, 13.2192], [-13.4514, 17.8166, 15.9528], [-14.1726, 17.0540, 17.0047], [-13.6736, 15.8486, 17.2597], [-12.7978, 15.1434, 16.4436], [-12.3125, 15.8147, 15.3191], [-12.5556, 17.2051, 15.0665], [-13.6027, 18.8180, 15.7303], [-15.1072, 17.4204, 17.4093], [-14.1916, 15.3724, 18.1431], [-11.7208, 15.3873, 14.5078], [-12.2498, 17.7632, 14.2948], [-8.0142, 15.5045, 13.0909], [-8.8033, 16.5231, 12.4803], [-9.2959, 17.5536, 13.3292], [-9.3268, 17.4036, 14.6723], [-8.6351, 16.3643, 15.1937], [-7.9385, 15.4019, 14.4339], [-7.6130, 14.7145, 12.3986], [-8.6926, 16.5901, 11.3400], [-9.8293, 18.4675, 12.8988], [-8.6435, 16.2572, 16.4327], [-7.3442, 14.6443, 15.0592], [-14.5635, 23.8159, 14.8179], [-13.7795, 23.0285, 13.9829], [-13.0503, 21.9919, 14.5002], [-13.0629, 21.6920, 15.8480], [-13.9477, 22.3474, 16.7229], [-14.6564, 23.5187, 16.1795], [-15.1348, 24.7698, 14.4914], [-13.7301, 23.3555, 12.9207], [-12.4839, 21.4638, 13.8380], [-14.1211, 21.8908, 17.5871], [-15.3135, 24.0433, 16.8792]], "atomic_forces_ev_per_a": [[0.4, 0.7, -0.2], [1.3, 0.9, 1.1], [0.2, -1.1, 0.9], [-1.2, 4.2, -6.9], [-1.9, 6.7, -3.0], [-0.2, -4.1, -1.2], [-0.4, 0.3, 2.0], [0.0, -3.2, 3.9], [-1.1, -1.1, 1.4], [0.9, -3.1, -2.0], [0.7, -1.4, 6.9], [0.8, 1.5, 2.1], [0.4, -1.0, -1.3], [0.2, 0.8, -3.5], [3.2, 0.5, 2.1], [-3.4, -1.8, 0.1], [-2.7, 4.0, -4.6], [5.6, -3.2, 3.8], [1.1, -2.0, 2.8], [-3.7, 2.1, -0.7], [-4.5, -2.0, 1.1], [5.2, -0.4, -1.0], [-1.4, -0.8, -1.0], [0.9, 0.0, 0.8], [-3.0, 0.6, -1.4], [2.8, -0.3, -1.1], [3.2, 1.4, -1.4], [-3.2, 1.6, 0.1], [0.3, 0.7, 1.1], [2.0, -1.4, 1.4], [-4.1, -4.4, -4.7], [5.6, 4.0, 9.4], [-0.4, 0.1, -1.8], [-1.4, -0.6, -1.5], [-0.4, 2.1, 0.8], [0.2, -1.5, 1.7], [0.1, 0.4, 0.2], [0.1, 0.0, -0.9], [-3.0, -0.3, -5.1], [1.0, 0.7, 2.0], [1.1, 0.7, -0.7], [-1.2, -0.4, -1.9], [0.1, 2.1, -5.5], [-2.4, -0.7, 1.4], [0.4, 2.1, -2.7], [2.0, -0.7, 2.3], [-2.5, 0.1, -0.7], [3.8, -0.6, 4.0], [-0.1, -0.9, 1.9], [1.2, 0.1, 0.4], [-1.2, -1.8, 1.0], [-0.7, 0.3, -1.5], [-0.6, -0.1, -0.7], [-0.5, -0.8, 0.2], [-0.7, 0.4, 0.8], [2.2, -2.0, -1.2], [-0.6, 3.4, -1.1], [-3.5, -0.6, 2.3], [0.1, -6.7, 0.6], [-1.4, 2.0, 0.2], [1.1, 0.2, -0.4], [0.0, 0.6, 0.2], [1.1, -0.2, -0.4], [2.1, 3.8, -1.3], [0.3, 0.2, -5.3], [-2.5, 2.5, 0.4], [3.1, -0.8, 0.6], [-0.7, -0.4, -2.3], [2.0, -3.2, 0.7], [0.7, -0.5, 0.5], [-0.3, -0.3, 3.9], [0.4, -0.6, -0.6], [-2.4, 2.0, 1.1], [-1.0, 1.8, 1.1], [0.5, -0.7, 0.0], [-1.8, -0.3, 3.8], [4.3, 3.4, -2.3], [2.3, -6.0, -1.2], [-2.1, -0.8, 0.6], [-1.4, 0.9, -0.2], [-0.5, 0.9, -1.0], [1.3, 1.5, -1.6], [-1.4, -0.6, 0.4], [-0.8, 1.9, 0.7], [-0.5, -0.4, 0.2], [0.6, -0.3, 0.6], [-2.5, 3.4, 0.6], [0.1, -1.9, -0.7], [-2.1, -2.4, -1.7], [-2.2, 2.0, 0.1], [0.7, -1.0, 0.1], [0.4, 0.1, -0.4], [1.5, -2.4, -0.5], [0.2, 1.0, 0.6], [1.9, 0.5, 0.7], [1.0, 0.7, 0.5], [0.9, 0.0, 0.7], [-0.6, -2.8, 0.7], [1.5, 3.7, -3.3], [-0.1, -3.1, 0.2], [0.6, 2.0, -1.5], [-1.0, 0.9, 1.4], [-2.7, -3.0, 5.2], [-0.9, 1.9, 0.1], [0.4, 0.3, 0.5], [1.2, -0.4, -1.1], [-0.1, -1.1, 0.8], [1.7, 1.6, -2.9], [-1.0, -0.7, -2.9], [1.8, 0.8, -0.2], [-1.0, -0.7, -0.9], [1.2, -0.6, -0.1], [-0.6, 0.3, 2.5], [0.5, -0.2, 3.3], [-0.1, 0.9, 0.9], [-0.7, 0.2, 1.9], [0.8, -1.3, 0.7], [0.0, 0.4, -3.5], [-0.9, 1.0, -1.5], [-0.9, 1.8, 1.1], [-0.7, 1.6, -1.0], [-1.6, 1.7, 3.8], [-1.9, 0.1, 0.2], [1.5, 2.9, -8.6], [0.7, -2.5, 1.4], [1.1, -1.9, 0.2], [0.1, -0.8, 0.8], [1.9, -1.8, -1.2], [-0.3, -1.4, 3.9], [0.2, 0.1, -0.5]], "homo_ev": -7.934, "homo_lumo_gap_ev": 8.04, "total_energy_ha": -3133.83704, "e_above_lowest_kcal_mol": 0.00, "charge": 0}